C5H4N2 | ωB97M-V/def2-TZVPD

The calculation puts the total energy at -302.28522 Ha. The energy above the lowest of the compared OMol25 structures with the same formula, charge and spin is 89.79 kcal/mol. Its HOMO energy is -9.5874 eV. As for the spin multiplicity: 1. Its gap between HOMO and LUMO is 0.3826 Ha. Its LUMO energy is 0.82 eV.

Each line ends with the Mulliken charge.
CARTESIAN COORDINATES (ANGSTROEM)
C 1.96298 0.03761 0.12241  0.116
C -1.50963 0.59922 0.03083  -0.512
C -0.52233 1.05492 -0.74058  -0.592
C -0.53370 -0.36378 0.74188  -0.229
C 0.53963 0.07194 -0.18307  0.777
N 3.10637 -0.00116 0.16669  -0.437
N -0.10041 -1.24076 -0.43677  -0.634
H -2.53860 0.71585 -0.00573  0.478
H -0.42115 2.00196 -1.33542  0.320
H -0.50066 -0.91566 1.69602  0.434
H 0.51749 -1.96014 -0.05625  0.279

C5H4N2 | ωB97M-V/def2-TZVPD

The calculation puts the total energy at -302.30937 Ha. The energy above the lowest of the compared OMol25 structures with the same formula, charge and spin is 74.63 kcal/mol. Its HOMO energy is -9.5701 eV. As for the spin multiplicity: 1. Its gap between HOMO and LUMO is 0.3442 Ha. Its SMILES is C#CC1=CN=NC1. Its LUMO energy is -0.20 eV.

Each line ends with the Mulliken charge.
CARTESIAN COORDINATES (ANGSTROEM)
C -1.04740 -1.99024 1.38740  0.189
C -0.41254 -1.22108 0.71105  -0.517
C 0.21619 -0.19812 -0.04597  0.348
C 0.01011 1.24172 0.26412  -0.380
N 0.73182 1.95935 -0.76844  -0.307
N 1.15576 1.13820 -1.62277  -0.233
C 0.82968 -0.19007 -1.24377  -0.611
H -1.62795 -2.67058 1.97017  0.409
H 0.15691 1.64857 1.26749  0.374
H -1.05932 1.28566 0.00223  0.269
H 1.04675 -1.00341 -1.92152  0.459

C5H4N2O | ωB97M-V/def2-TZVPD

The calculation puts the total energy at -377.58005 Ha. The energy above the lowest of the compared OMol25 structures with the same formula, charge and spin is 52.71 kcal/mol. Its HOMO energy is -8.1233 eV. As for the spin multiplicity: 1. Its gap between HOMO and LUMO is 0.3262 Ha. Its LUMO energy is 0.75 eV.

Each line ends with the Mulliken charge.
CARTESIAN COORDINATES (ANGSTROEM)
C 0.31411 1.60217 0.24230  -0.093
C 0.39312 1.65318 -1.07995  -0.345
C -0.20955 -0.58596 1.25390  0.673
C -0.00565 -0.67805 -1.65594  0.637
C -0.54779 -1.79787 1.51379  -1.122
N -0.15812 0.60209 1.00839  -0.339
N 0.11777 0.51503 -1.75971  -0.342
O -0.20485 -1.85425 -1.73224  -0.507
H 0.69674 2.44960 0.75807  0.358
H 0.48178 2.50874 -1.66767  0.436
H -0.65991 -2.37836 0.64847  0.341
H -0.21765 -2.03631 2.47057  0.304

C5H4N2O2 | ωB97M-V/def2-TZVPD

The calculation puts the total energy at -452.59050 Ha. The energy above the lowest of the compared OMol25 structures with the same formula, charge and spin is 218.22 kcal/mol. Its HOMO energy (alpha / beta) is -7.6908 / -7.6881 eV. As for the spin multiplicity: 1. Its gap between HOMO and LUMO (alpha / beta) is 0.1896 / 0.1895 Ha. Its LUMO energy (alpha / beta) is -2.53 / -2.53 eV.

Each line ends with the Mulliken charge.
CARTESIAN COORDINATES (ANGSTROEM)
C -1.20595 1.18320 0.07992  -0.377
C -2.26400 1.73117 -0.38630  -0.601
C -0.57439 -0.16780 -0.49700  0.570
C 2.60727 -1.36167 0.61103  -0.207
C 1.37398 -1.49559 -0.00057  0.069
N -1.08300 -0.75550 -1.59225  0.435
N -1.92710 -0.54502 -2.36597  -0.575
O 3.61958 -2.01096 0.39856  -0.506
O 0.52351 -0.50814 0.13968  -0.178
H -0.63928 1.63612 0.81746  0.307
H -3.08117 1.68602 -1.05706  0.337
H 2.58847 -0.46361 1.21082  0.318
H 1.17601 -2.35688 -0.59827  0.409

C5H4N2O4 | ωB97M-V/def2-TZVPD

The calculation puts the total energy at -603.13035 Ha. The energy above the lowest of the compared OMol25 structures with the same formula, charge and spin is 181.74 kcal/mol. Its HOMO energy is -9.7453 eV. As for the spin multiplicity: 1. Its gap between HOMO and LUMO is 0.3342 Ha. Its SMILES is O=[N+]([O-])c1ccc(/C=N\O)o1. Its LUMO energy is -0.65 eV.

Each line ends with the Mulliken charge.
CARTESIAN COORDINATES (ANGSTROEM)
C -2.34925 0.36537 -0.70543  -0.312
C -0.93703 0.60806 -0.31054  0.591
C -0.44485 1.77811 0.20749  -0.951
C 0.94013 1.46585 0.29013  0.148
C 1.09417 0.22593 -0.02834  -0.051
H -3.41385 -1.60020 1.32962  0.348
H -2.75044 0.99689 -1.61573  0.287
H -0.79648 2.58004 0.28763  0.778
H 1.83239 2.24771 0.69179  0.264
N -3.26028 -0.44576 -0.17104  -0.353
N 2.33667 -0.50365 -0.03271  0.934
O -2.76117 -1.10724 0.90235  -0.341
O -0.07803 -0.31470 -0.36867  -0.253
O 2.22191 -1.69383 -0.40957  -0.547
O 3.33911 0.08597 0.37752  -0.543

C5H4N2S | ωB97M-V/def2-TZVPD

The calculation puts the total energy at -700.48200 Ha. The energy above the lowest of the compared OMol25 structures with the same formula, charge and spin is 84.01 kcal/mol. Its HOMO energy (alpha / beta) is -8.7300 / -8.7181 eV. As for the spin multiplicity: 1. Its gap between HOMO and LUMO (alpha / beta) is 0.2925 / 0.2922 Ha. Its SMILES is c1cc2c(s1)=NCN=2. Its LUMO energy (alpha / beta) is -0.77 / -0.77 eV.

Each line ends with the Mulliken charge.
CARTESIAN COORDINATES (ANGSTROEM)
C 1.61193 0.26982 -0.13151  -0.788
C 1.64072 0.81557 -1.33593  -0.117
C 0.30811 -0.16968 0.30806  0.660
C -0.60992 0.34308 -0.77019  0.383
C -1.66713 -0.67168 1.05980  -0.286
N -0.29310 -0.72554 1.30832  -0.591
N -2.08742 -0.14908 -0.18613  -0.464
S 0.09901 1.02783 -2.07378  -0.213
H 2.37407 -0.14293 0.47919  0.371
H 2.58621 1.08550 -1.87990  0.365
H -2.06218 -1.69413 1.41403  0.349
H -1.90029 0.01122 1.80803  0.332

C5H4N3O3 | ωB97M-V/def2-TZVPD

The calculation puts the total energy at -582.73792 Ha. The energy above the lowest of the compared OMol25 structures with the same formula, charge and spin is 175.94 kcal/mol. The net charge is -1. Its HOMO energy is -2.9228 eV. As for the spin multiplicity: 1. Its gap between HOMO and LUMO is 0.2394 Ha. Its LUMO energy is 3.59 eV.

Each line ends with the Mulliken charge.
CARTESIAN COORDINATES (ANGSTROEM)
C 1.56810 -0.61533 -0.08799  -0.071
C 2.29683 2.00895 -0.03823  0.069
C 0.73131 -1.72652 0.06329  -0.933
C -0.63851 0.06693 0.00965  0.221
C 0.87651 0.58459 0.01147  -0.343
N -1.74915 0.82901 -0.09439  -0.704
N -0.60458 -1.29565 -0.05623  0.010
N -2.95070 0.32778 0.00994  1.155
O -3.80529 1.20585 -0.09825  -0.740
O 3.44948 1.70193 0.07180  -0.441
O -3.20005 -0.86471 0.12076  -0.802
H 2.55410 -0.85466 -0.12313  0.482
H 1.93726 2.97432 0.14107  0.376
H 1.07709 -2.67854 0.23992  0.458
H -1.54240 -1.66395 -0.16969  0.264

C5H4N4O | ωB97M-V/def2-TZVPD

The calculation puts the total energy at -487.08464 Ha. The energy above the lowest of the compared OMol25 structures with the same formula, charge and spin is 66.14 kcal/mol. Its HOMO energy is -9.3302 eV. As for the spin multiplicity: 1. Its gap between HOMO and LUMO is 0.3396 Ha. Its SMILES is O=c1nc[nH]c2[nH]ncc12. Its LUMO energy is -0.09 eV.

Each line ends with the Mulliken charge.
CARTESIAN COORDINATES (ANGSTROEM)
C 1.49892 0.96788 0.17776  0.254
C 1.52451 -1.35670 -0.23835  -0.104
C -0.49423 -0.34053 -0.12189  0.185
C -1.10784 1.73259 0.34117  -0.459
C 0.08175 0.92571 0.12671  0.601
H 2.33092 -2.06989 -0.57323  0.333
H -0.34678 -2.64859 -0.07666  0.370
H -2.63171 -0.66510 -0.52607  0.308
H -1.31399 2.76038 0.97158  0.301
N 2.09164 -0.23574 -0.18796  -0.401
N 0.14494 -1.57236 -0.52895  -0.331
N -1.82710 -0.25778 -0.02005  0.225
N -2.23375 0.98092 0.10625  -0.739
O 2.28272 1.77921 0.54968  -0.543

C5H4N4O | ωB97M-V/def2-TZVPD

The calculation puts the total energy at -487.14431 Ha. The energy above the lowest of the compared OMol25 structures with the same formula, charge and spin is 28.70 kcal/mol. Its HOMO energy is -9.2001 eV. As for the spin multiplicity: 1. Its gap between HOMO and LUMO is 0.3476 Ha. Its SMILES is O=CN=C=Nc1ccn[nH]1. Its LUMO energy is 0.26 eV.

Each line ends with the Mulliken charge.
CARTESIAN COORDINATES (ANGSTROEM)
C 1.57405 0.75052 -0.40159  0.661
C -1.71364 0.98298 0.21963  -0.215
C -2.85980 0.19332 0.37620  -0.475
C -0.77148 0.10601 -0.28953  0.311
C 3.41817 -0.22836 0.19347  0.063
N 2.78605 0.90753 -0.26305  -0.571
N -2.64314 -1.05166 -0.00049  -0.814
N -1.38425 -1.09709 -0.41155  0.312
N 0.53720 0.22598 -0.62609  -0.222
O 2.91985 -1.27709 0.49058  -0.477
H -1.58064 2.01983 0.44099  0.368
H -3.81996 0.48226 0.75178  0.442
H 4.50908 -0.05123 0.23890  0.361
H -0.97149 -1.96299 -0.71924  0.258